No. 1
2
Properties=species:S:1:pos:R:3 method="wB97M-V/def2-TZVPD" smiles=N#N total_charge=0 lumo_ev=1.79 homo_energy_ev=-14.8
N 0.28532 -0.45807 0.13074
N -0.28532 0.45807 -0.13074

---

No. 2
6
Properties=species:S:1:pos:R:3 method="wB97M-V/def2-TZVPD" total_charge=0 lumo_ev="-1.40 / -2.22" homo_energy_ev="-11.1 / -10.3"
N 1.03865 1.28792 0.63826
N -1.51627 -1.12056 -0.66868
O 1.99222 1.08951 -0.02735
O 0.59995 0.90922 1.68016
O -0.96426 -2.14778 -0.87640
O -1.10466 0.02225 -0.67579

---

No. 3
6
Properties=species:S:1:pos:R:3 method="wB97M-V/def2-TZVPD" smiles="O=NO[N+](=O)[O-]" total_charge=0 lumo_ev=-0.81 homo_energy_ev=-10.3
O 1.80058 -0.08824 1.38731
N 0.73857 0.02825 0.92914
O 0.45701 0.72985 -0.20137
N -0.76680 0.01771 -0.61391
O -1.23370 0.16165 -1.67405
O -0.99566 -0.84921 0.17288

---

No. 4
6
Properties=species:S:1:pos:R:3 method="wB97M-V/def2-TZVPD" total_charge=+2 lumo_ev="-11.40 / -17.57" multiplicity=3 homo_energy_ev="-20.3 / -26.5"
N -0.40677 -0.32200 -2.28718
N 0.45941 0.30478 2.27676
O -0.78432 -0.29806 -3.32084
O 0.34774 0.18717 3.36341
O -0.18014 -0.26381 -1.20168
O 0.56639 0.39371 1.16072

---

No. 5
9
Properties=species:S:1:pos:R:3 method="wB97M-V/def2-TZVPD" total_charge=0 lumo_ev="-0.90 / -4.11" multiplicity=3 homo_energy_ev="-9.3 / -11.5"
N 0.80877 1.64174 -0.14180
N 0.11293 0.19551 0.02964
N 0.67173 -1.00570 0.11099
N -1.45128 0.18431 -0.03527
O 0.12187 -1.77750 0.87252
O -1.99825 0.92122 0.67207
O 1.95592 1.62377 -0.08530
O 1.60841 -1.22945 -0.55727
O -1.83010 -0.55391 -0.86558

---

No. 6
6
Properties=species:S:1:pos:R:3 method="wB97M-V/def2-TZVPD" total_charge=-1 lumo_ev="3.58 / 3.57" homo_energy_ev="-3.7 / -3.7"
N 0.60322 0.41154 0.83179
O -0.41989 -0.16471 0.95482
O 1.11740 0.54914 -0.30745
O 1.09495 0.89323 1.87965
O -1.82819 -1.17699 -1.90882
S -0.56750 -0.51221 -1.45000

---

No. 7
7
Properties=species:S:1:pos:R:3 method="wB97M-V/def2-TZVPD" total_charge=-1 lumo_ev=3.88 homo_energy_ev=-5.4
N 1.07390 -1.59252 0.30109
O -2.51917 0.40245 -0.66087
O 2.16350 0.86320 0.10492
O -0.01177 0.22110 -1.02421
O -0.50984 0.46144 1.18568
S 1.12229 -0.16023 0.11533
S -1.31890 -0.19546 -0.02195

---

No. 8
7
Properties=species:S:1:pos:R:3 method="wB97M-V/def2-TZVPD" total_charge=-1 lumo_ev=1.81 homo_energy_ev=-4.3
N 1.48962 -0.90348 -0.71457
O 3.19134 0.56753 0.24579
O -2.54960 -0.92962 -0.45441
O -0.95835 -0.15525 1.29449
O -1.49078 1.33208 -0.63120
S -1.49252 -0.00887 -0.02652
S 1.81030 0.09762 0.28642

---

No. 9
7
Properties=species:S:1:pos:R:3 method="wB97M-V/def2-TZVPD" total_charge=-1 lumo_ev=3.45 homo_energy_ev=-4.2
N 1.27200 -0.88836 0.13439
O 1.47602 -0.74844 1.28544
O -0.44268 1.94744 -0.13794
O 1.92465 -1.14964 -0.80727
O -2.50876 0.64201 -0.48525
O -0.44697 -0.61363 -0.29525
S -1.27426 0.81061 0.30589

---

No. 10
7
Properties=species:S:1:pos:R:3 method="wB97M-V/def2-TZVPD" total_charge=-1 lumo_ev=1.05 homo_energy_ev=-1.6
Rb 0.35667 1.96001 -1.75515
Rb 2.26557 0.01474 -0.66121
P -0.56858 -0.36901 0.48306
O 0.30717 0.88960 0.90313
O -1.62985 -0.74496 1.45740
O 0.43208 -1.60686 0.52189
O -1.16306 -0.14352 -0.94912

---

No. 11
8
Properties=species:S:1:pos:R:3 method="wB97M-V/def2-TZVPD" total_charge=-2 lumo_ev="5.11 / 4.73" multiplicity=3 homo_energy_ev="2.5 / -1.9"
O -0.76780 0.30286 0.10068
O -1.45372 0.28557 2.58838
O 0.82499 2.09423 -0.16202
O -1.29591 -1.88715 1.43277
S 1.72180 -0.36129 -1.34210
S 1.52292 -0.95626 -3.36304
S 0.13157 1.09712 -0.93285
S -0.68385 -0.57507 1.67817

---

No. 12
7
Properties=species:S:1:pos:R:3 method="wB97M-V/def2-TZVPD" smiles="O=S(=O)=S(=O)([O-])[O-]" total_charge=-2 lumo_ev=6.39 homo_energy_ev=0.3
O -1.58668 -1.46022 -0.61931
S -0.06551 -1.16858 -0.74372
O 0.15449 -0.61120 -2.05285
S 0.17272 0.59438 0.62108
O -0.23283 -0.05286 1.87457
O -0.52030 1.86988 0.36345
O 2.07811 0.82860 0.55678

---

No. 13
11
Properties=species:S:1:pos:R:3 method="wB97M-V/def2-TZVPD" total_charge=-1 lumo_ev=-3.20 homo_energy_ev=-4.9
Tl -0.74369 0.83449 0.52522
S 0.68341 -1.26542 3.69639
O 0.62778 -0.08137 2.80237
O -0.65492 -1.77559 3.88531
O 1.43573 -2.36339 3.23664
O 1.08369 -0.79381 4.99846
S -0.44229 1.04159 -3.84803
O -1.42918 2.12071 -4.02839
O 0.79570 1.59826 -4.43730
O -0.41463 0.78941 -2.36227
O -0.94159 -0.10488 -4.46839

---

No. 14
2
Properties=species:S:1:pos:R:3 method="wB97M-V/def2-TZVPD" total_charge=+1 lumo_ev="-11.99 / -11.72" multiplicity=2 homo_energy_ev="-15.9 / -15.1"
S 0.00000 0.00000 1.85277
S 0.00000 0.00000 -1.85277

---

We obtain E_tot values of -109.55134, -410.22755, -410.18839, -409.18307, -594.76384, -753.78106, -1152.04342, -1152.07029, -829.05013, -690.57256, -1893.64690, -1172.49630, -1570.63708, -795.63832 hartree for the records listed above, in that order.